(1)
Entry from OMol25: a molecular structure, C36H28N7O8PbS3 (ωB97M-V with the def2-TZVPD basis set).

Summary:
Relative energy (zero: lowest compared OMol25 entry of this formula, charge and spin)   2.210 eV
Highest occupied orbital energy   -11.0 eV
E_tot   -3761.0474 hartree
Frontier orbital gap   6.0 eV
Charge   +1

```
83
C36H28N7O8PbS3 (ωB97M-V with the def2-TZVPD basis set)
Pb 0.09 -0.49 0.86
C -1.64 -0.86 5.31
N -0.29 -0.45 4.97
C 0.43 0.51 5.63
C 1.65 0.56 5.06
N 1.67 -0.38 4.05
C 0.45 -0.95 3.97
S -0.17 -2.10 2.82
C 2.86 -0.70 3.30
C 4.10 -0.38 3.82
C 5.21 -0.74 3.07
C 5.04 -1.43 1.88
C 3.75 -1.69 1.46
N 2.67 -1.31 2.14
H -1.88 -0.45 6.29
H -1.70 -1.94 5.35
H -2.35 -0.49 4.57
H 0.02 1.06 6.46
H 2.48 1.21 5.26
H 4.21 0.11 4.77
H 6.20 -0.50 3.43
H 5.88 -1.73 1.28
H 3.57 -2.20 0.53
O -1.58 2.91 2.55
C -1.08 2.10 1.80
O -0.41 1.07 2.23
C -1.25 2.23 0.31
C -1.71 3.43 -0.20
C -1.73 3.61 -1.57
C -1.34 2.56 -2.38
C -1.09 2.61 -3.86
C -1.80 1.45 -4.51
C -1.52 0.28 -3.96
C -0.54 0.33 -2.83
C -0.98 1.35 -1.81
N -0.91 1.20 -0.48
H -1.97 4.21 0.50
H -2.01 4.57 -2.00
H -1.36 3.58 -4.28
H -2.45 1.60 -5.36
H -1.90 -0.67 -4.32
H -0.32 -0.64 -2.41
O 2.21 -1.42 -2.93
S 2.30 -0.63 -1.74
O 3.56 -0.54 -1.09
O 1.18 -1.20 -0.81
C 1.74 0.99 -2.21
C 0.80 0.97 -3.40
C 0.47 2.36 -4.01
C 1.20 3.51 -3.38
C 1.86 3.41 -2.23
C 2.05 2.11 -1.57
S 2.37 2.22 0.19
O 3.75 2.44 0.48
O 1.43 3.25 0.59
O 1.91 0.87 0.66
H 1.17 0.29 -4.16
H 0.68 2.35 -5.08
H 1.12 4.46 -3.89
H 2.32 4.28 -1.77
C 0.37 -5.23 -2.83
C 0.84 -4.94 -1.55
C 0.26 -3.92 -0.82
C -0.80 -3.21 -1.37
C -1.29 -3.51 -2.64
C -0.69 -4.52 -3.37
N -1.38 -2.17 -0.57
N -2.56 -1.91 -0.85
C -3.24 -0.98 -0.01
C -4.54 -0.70 -0.38
C -5.28 0.15 0.43
C -4.69 0.64 1.58
C -3.37 0.29 1.86
N -2.65 -0.49 1.07
H 0.85 -6.01 -3.41
H 1.66 -5.50 -1.14
H 0.61 -3.69 0.17
H -2.13 -2.95 -3.04
H -1.05 -4.75 -4.36
H -4.95 -1.14 -1.28
H -6.30 0.41 0.18
H -5.22 1.30 2.25
H -2.87 0.69 2.73
```

Mulliken atomic charge list, values in e, 2 entries: 2.200 -0.674


(2)
Entry from OMol25: a molecular structure, C36H29F10InN7OS2 (ωB97M-V with the def2-TZVPD basis set).

Summary:
Relative energy (zero: lowest compared OMol25 entry of this formula, charge and spin)   0.691 eV
Highest occupied orbital energy   -5.0 eV
E_tot   -3833.0324 hartree
Frontier orbital gap   7.1 eV
Charge   -1

```
86
C36H29F10InN7OS2 (ωB97M-V with the def2-TZVPD basis set)
In -0.48 -0.04 -0.45
C 2.41 1.02 0.90
N 1.46 -0.08 0.99
C 2.05 -1.33 0.53
C 2.47 -1.17 -0.93
N 1.43 -0.46 -1.65
C 1.67 0.11 -2.84
C 0.60 0.71 -3.54
F -0.64 0.69 -2.98
C 0.72 1.39 -4.73
F -0.36 1.99 -5.27
C 1.95 1.47 -5.38
F 2.08 2.13 -6.55
C 3.02 0.86 -4.77
F 4.23 0.91 -5.36
C 2.89 0.21 -3.55
F 4.03 -0.35 -3.06
C 0.88 -0.14 2.32
C -0.02 1.07 2.55
N -0.75 1.41 1.33
C -1.47 2.55 1.35
C -1.66 3.43 2.45
F -1.18 3.13 3.68
C -2.35 4.63 2.37
F -2.45 5.39 3.47
C -2.93 5.05 1.20
F -3.60 6.22 1.12
C -2.82 4.22 0.10
F -3.39 4.57 -1.07
C -2.13 3.03 0.19
F -2.10 2.29 -0.94
H 3.30 0.80 1.50
H 1.95 1.93 1.26
H 2.70 1.19 -0.14
H 1.28 -2.11 0.62
H 2.91 -1.63 1.14
H 2.64 -2.17 -1.35
H 3.44 -0.65 -0.96
H 1.66 -0.17 3.10
H 0.30 -1.06 2.38
H 0.59 1.92 2.88
H -0.69 0.83 3.38
S -0.68 -2.43 -1.38
C -2.27 -2.93 -0.89
C -2.58 -4.30 -0.92
C -3.80 -4.79 -0.49
C -4.04 -6.20 -0.50
N -4.21 -7.34 -0.51
C -4.77 -3.89 -0.02
C -4.48 -2.53 0.00
C -3.26 -2.02 -0.44
S -3.01 -0.30 -0.33
C -6.03 -4.35 0.49
N -7.05 -4.70 0.89
H -1.83 -4.99 -1.26
H -5.23 -1.84 0.37
C -3.15 -4.17 3.41
C -3.33 -2.79 3.47
C -2.44 -1.98 2.78
N -1.43 -2.46 2.06
C -1.26 -3.77 2.02
C -2.09 -4.67 2.68
H -3.84 -4.83 3.92
H -4.16 -2.35 4.01
H -2.57 -0.90 2.76
H -0.45 -4.13 1.39
H -1.93 -5.73 2.58
O 0.63 2.27 -1.15
C 0.47 3.42 -1.56
C 1.07 4.56 -0.76
C 0.31 5.88 -0.79
C 0.64 6.73 -2.02
C 0.62 5.93 -3.32
C -0.51 4.91 -3.37
N -0.20 3.66 -2.70
H 2.10 4.69 -1.10
H 1.12 4.18 0.26
H 0.55 6.45 0.11
H -0.76 5.68 -0.75
H 1.63 7.19 -1.90
H -0.08 7.56 -2.08
H 1.56 5.40 -3.47
H 0.52 6.61 -4.17
H -0.73 4.64 -4.41
H -1.43 5.35 -2.96
H -0.60 2.82 -3.11
```

Mulliken atomic charge list, values in e, 2 entries: 1.255 -1.091